Record 1
A molecular structure, C6H12N2O in a non-equilibrium geometry. Source: the OMol25 dataset; level of theory: ωB97M-V/def2-TZVPD.

Summary:
Strongest force on any atom, eV Å⁻¹: 5.08
HOMO level, hartree: -0.327
Energy above the lowest of the compared OMol25 structures with the same formula, charge and spin, kcal per mole: 290.6

Last column: natural (NBO) charge in e.
Positions of all 21 atoms, in Å:
1 C -2.09269 -0.78740 1.19829  -0.588
2 C -1.37745 -0.68275 -0.14634  -0.113
3 C -1.55450 0.53323 -1.05168  -0.426
4 C -0.64540 1.63993 -0.54461  -0.424
5 C 0.68040 0.66396 -0.11456  -0.098
6 C 1.66172 1.55581 0.94978  -0.645
7 H -2.41078 -2.01515 1.58713  0.264
8 H -3.33622 0.27261 1.20997  0.210
9 H -1.02445 -0.28190 2.29883  0.219
10 H -1.50151 -1.51873 -0.65574  0.207
11 H -2.67548 0.80127 -1.12642  0.229
12 H -1.28651 -0.00746 -1.94120  0.220
13 H -1.06322 1.94082 0.33809  0.209
14 H -0.18816 2.33373 -1.33341  0.238
15 H 0.98172 0.67202 -1.31485  0.209
16 H 3.02450 1.40454 0.76476  0.262
17 H 0.98850 2.80164 0.76145  0.214
18 H 1.56491 1.14511 2.07275  0.228
19 N 0.18628 -0.72396 0.12308  -0.253
20 N 1.06553 -1.49101 -0.41736  0.227
21 O 2.26645 -1.19754 -0.29333  -0.390

=====

Record 2
A single C4H7N3O molecule in a non-equilibrium geometry. Source: the OMol25 dataset; level of theory: ωB97M-V/def2-TZVPD.

Summary:
Strongest force on any atom, eV Å⁻¹: 8.18
HOMO level, hartree: -0.337
Energy above the lowest of the compared OMol25 structures with the same formula, charge and spin, kcal per mole: 125.0
Structure (SMILES): C=NNC(=O)N1CC1

Last column: natural (NBO) charge in e.
Positions of all 15 atoms, in Å:
1 C -3.15836 -0.19495 -0.13906  -0.174
2 C 0.13893 0.57138 -0.00031  0.748
3 C 2.15994 -0.18068 -0.65291  -0.269
4 C 2.06046 -0.63912 0.73406  -0.240
5 H -3.56331 0.95240 -0.33910  0.161
6 H -3.87025 -0.91311 -0.35294  0.179
7 H -1.77162 1.34505 0.12794  0.352
8 H 2.47260 0.82127 -0.93205  0.249
9 H 2.66293 -0.85564 -1.48815  0.203
10 H 2.45158 -1.73988 0.90630  0.225
11 H 2.07579 0.09267 1.67021  0.245
12 N -1.93881 -0.65955 0.14718  -0.149
13 N -1.22856 0.39410 0.35871  -0.429
14 N 0.73793 -0.66397 -0.17117  -0.463
15 O 0.77074 1.67003 0.13128  -0.639

=====

Record 3
11 unconnected molecules or ions with the total composition C25H72N4O11 in a non-equilibrium geometry. Source: the OMol25 dataset; level of theory: ωB97M-V/def2-TZVPD.

Summary:
Strongest force on any atom, eV Å⁻¹: 5.77
HOMO level, hartree: -0.342
Energy above the lowest of the compared OMol25 structures with the same formula, charge and spin, kcal per mole: 49.0
Structure (SMILES): NC(N)=O.NC(N)=O.CC(C)O.CC(C)O.CC(C)O.CC(C)O.CC(C)O.CCO.CCO.CCO.CCO

Last column: Löwdin charge in e.
Positions of all 112 atoms, in Å:
1 C -14.50126 3.24669 3.81320  -0.807
2 O -15.20909 4.02740 4.40294  0.032
3 N -14.31167 3.19960 2.52952  0.195
4 N -13.74527 2.44180 4.52909  0.161
5 H -13.91106 2.32608 2.21875  0.059
6 H -14.87611 3.72332 1.87590  0.079
7 H -13.07539 1.75498 4.21342  0.099
8 H -14.04492 2.33708 5.48791  0.115
9 C -20.87130 3.66700 1.24537  -0.802
10 O -21.95226 4.18887 1.50331  0.021
11 N -19.75086 4.25204 1.55983  0.157
12 N -20.57609 2.54701 0.69744  0.178
13 H -19.73147 5.19727 1.91515  0.127
14 H -18.91419 3.76261 1.27600  0.062
15 H -21.35941 1.91967 0.58368  0.126
16 H -19.65429 2.40850 0.30859  0.077
17 C -19.55071 4.86216 -1.68995  -0.104
18 C -20.13267 6.19244 -1.90177  -0.374
19 O -20.87461 6.06718 -3.03145  -0.049
20 H -18.76664 4.62776 -2.40994  0.067
21 H -20.39108 4.17440 -1.59588  0.089
22 H -19.12768 4.91657 -0.68685  0.043
23 H -19.36721 6.96109 -2.00823  0.113
24 H -20.78597 6.41735 -1.05874  0.129
25 H -20.28696 5.69950 -3.69558  0.087
26 C -15.38166 4.02229 -6.23633  -0.069
27 C -14.45057 2.87201 -5.80584  -0.362
28 O -15.13982 1.71142 -6.03724  -0.059
29 H -14.88720 4.97673 -6.05565  0.065
30 H -16.31527 4.10292 -5.67958  0.067
31 H -15.53199 3.95180 -7.31361  0.075
32 H -14.04125 2.99013 -4.80254  0.096
33 H -13.53464 2.93101 -6.39380  0.104
34 H -14.85464 1.05282 -5.39965  0.075
35 C -12.26345 5.01116 -2.32514  -0.091
36 C -11.82534 6.01912 -3.44192  -0.231
37 O -12.84419 7.09905 -3.56995  -0.105
38 H -11.35933 4.42307 -2.16762  0.072
39 H -13.11887 4.35765 -2.49630  0.057
40 H -12.51742 5.57723 -1.42895  0.058
41 H -11.79410 5.41333 -4.34753  0.097
42 H -10.84649 6.45935 -3.25176  0.108
43 H -12.41668 7.94467 -3.41581  0.070
44 C -16.55867 2.55900 -2.11697  -0.061
45 C -17.34014 1.95316 -0.97308  -0.255
46 O -17.51104 2.99627 0.03292  -0.122
47 H -17.25188 3.22427 -2.63174  0.063
48 H -16.11830 1.83258 -2.79997  0.072
49 H -15.68313 3.06685 -1.71248  0.056
50 H -16.78868 1.15918 -0.46950  0.096
51 H -18.26387 1.43685 -1.23431  0.098
52 H -16.72748 3.54835 -0.02028  0.035
53 C -13.46385 1.50908 -0.31539  -0.066
54 C -13.03444 0.35381 0.49517  -0.472
55 C -11.48876 0.40032 0.47686  -0.042
56 O -13.60115 0.38102 1.80230  -0.063
57 H -13.83489 1.15507 -1.27722  0.087
58 H -12.62467 2.16284 -0.55303  0.074
59 H -14.20735 2.13611 0.17670  0.062
60 H -13.46278 -0.52207 0.00788  0.132
61 H -11.07997 -0.39422 1.10111  0.073
62 H -11.19161 1.31584 0.98835  0.085
63 H -11.08664 0.30787 -0.53203  0.088
64 H -13.72001 -0.53672 2.05771  0.100
65 C -21.69881 0.56391 -5.54430  -0.052
66 C -21.99150 0.64788 -4.03948  -0.514
67 C -20.82542 0.93995 -3.06423  -0.041
68 O -22.99849 1.58012 -3.90689  -0.021
69 H -21.09266 1.40340 -5.88479  0.074
70 H -22.49565 0.62622 -6.28541  0.078
71 H -21.19371 -0.35921 -5.82864  0.072
72 H -22.35767 -0.34600 -3.78211  0.122
73 H -21.07053 1.06986 -2.01012  0.065
74 H -20.30028 1.81284 -3.45205  0.079
75 H -20.06995 0.15477 -3.03518  0.057
76 H -22.90667 1.73412 -2.96377  0.082
77 C -15.64658 6.45121 -1.49213  -0.020
78 C -15.37780 6.07004 -0.00825  -0.487
79 C -16.59440 6.32004 0.88131  -0.024
80 O -15.03412 4.76561 0.19698  -0.077
81 H -16.41939 5.87453 -2.00036  0.064
82 H -14.67766 6.27702 -1.96005  0.042
83 H -16.10899 7.42077 -1.67713  0.086
84 H -14.51933 6.68923 0.25202  0.141
85 H -16.35093 6.02972 1.90333  0.080
86 H -17.40536 5.61301 0.70654  0.054
87 H -16.79877 7.38320 1.00795  0.093
88 H -14.13302 4.66073 -0.11703  0.085
89 C -16.61573 0.39858 3.18309  -0.016
90 C -18.03072 -0.15184 3.68832  -0.474
91 C -19.18500 0.10407 2.76351  -0.074
92 O -17.97365 -1.54097 3.86592  -0.073
93 H -16.57835 1.48522 3.10616  0.066
94 H -16.38595 0.03544 2.18137  0.060
95 H -15.81258 0.10240 3.85786  0.068
96 H -18.32708 0.16941 4.68685  0.133
97 H -20.16768 -0.17589 3.14311  0.086
98 H -18.96822 -0.28077 1.76702  0.079
99 H -19.17350 1.19121 2.68550  0.065
100 H -18.79823 -1.91606 4.18369  0.087
101 C -17.61798 -1.76303 -2.79752  -0.049
102 C -16.21352 -2.40654 -3.00044  -0.496
103 C -15.63596 -2.32991 -4.43303  -0.028
104 O -15.36093 -1.62442 -2.23808  -0.078
105 H -17.63351 -0.68328 -2.94587  0.065
106 H -17.96652 -1.93724 -1.77955  0.074
107 H -18.36684 -2.26698 -3.40853  0.077
108 H -16.16721 -3.38495 -2.52225  0.134
109 H -16.28964 -2.91079 -5.08373  0.078
110 H -14.61702 -2.71426 -4.47940  0.082
111 H -15.76498 -1.28000 -4.69594  0.069
112 H -15.71082 -1.81701 -1.36510  0.082

=====

Record 4
2 unconnected molecules or ions with the total composition C3H9N3O in a non-equilibrium geometry. Source: the OMol25 dataset; level of theory: ωB97M-V/def2-TZVPD.

Summary:
Strongest force on any atom, eV Å⁻¹: 2.52
HOMO level (alpha / beta), hartree: -0.349 / -0.254
Energy above the lowest of the compared OMol25 structures with the same formula, charge and spin, kcal per mole: 142.0

Last column: natural (NBO) charge in e.
Positions of all 16 atoms, in Å:
1 C 0.28615 1.48591 0.92558  -0.629
2 C -0.39442 0.11135 1.13728  0.157
3 O -0.54806 -0.24299 2.36823  -0.375
4 H -1.34618 0.11145 0.52043  0.260
5 H -0.29499 2.22947 1.47046  0.217
6 H 0.35946 1.78950 -0.12255  0.208
7 H 1.29217 1.45385 1.34727  0.218
8 N -0.86350 -0.50176 -1.76962  -0.403
9 N -0.44061 0.58818 -2.30198  -0.552
10 C 0.65749 -2.02753 0.77240  -0.080
11 N 0.37547 -0.90416 0.26892  -0.425
12 H -0.11655 -1.19356 -1.80062  0.332
13 H -1.04894 1.39376 -2.23831  0.368
14 H 0.53150 0.75367 -2.54546  0.359
15 H 1.14027 -2.78849 0.15858  0.170
16 H 0.41072 -2.25866 1.80941  0.177

=====

Record 5
20 unconnected molecules or ions with the total composition C19H43Cl38NOP2. Source: the OMol25 dataset; level of theory: ωB97M-V/def2-TZVPD.

Summary:
Strongest force on any atom, eV Å⁻¹: 0.65
HOMO level, hartree: -0.299

Last column: Löwdin charge in e.
Positions of all 104 atoms, in Å:
1 N -4.84051 -7.33592 3.55810  -0.256
2 P -4.06474 -7.43629 2.03044  0.517
3 O -2.46286 -7.64502 2.41554  -0.523
4 P -3.83394 -5.29380 1.57262  0.546
5 H -5.02623 -6.40776 3.92858  0.005
6 H -5.70244 -7.87302 3.52151  0.008
7 H -2.30397 -8.60205 2.40789  -0.107
8 H -4.75330 -5.25859 0.50804  -0.162
9 H -2.64313 -5.42098 0.83366  -0.187
10 C -2.84407 -2.03123 -1.49485  -1.033
11 Cl -3.74834 -2.51047 -0.04748  0.453
12 Cl -3.23183 -3.02880 -2.89456  0.504
13 H -3.08410 -0.99785 -1.72178  0.025
14 H -1.78801 -2.13459 -1.27259  -0.085
15 C 0.53246 0.08752 -2.79011  -0.971
16 Cl -0.65831 1.38472 -2.61188  0.559
17 Cl 0.45391 -1.07074 -1.45391  0.557
18 H 0.32439 -0.43813 -3.71581  -0.032
19 H 1.52377 0.52566 -2.80302  0.035
20 C -0.27033 -4.27895 -5.58445  -1.005
21 Cl 0.06837 -2.88725 -4.54485  0.479
22 Cl -0.22700 -5.80752 -4.70400  0.513
23 H -1.26565 -4.15083 -5.99722  -0.040
24 H 0.47950 -4.30668 -6.36666  0.030
25 C 0.67673 4.26651 -1.05637  -1.003
26 Cl 2.42336 4.59919 -0.98553  0.495
27 Cl -0.12665 5.12603 -2.37404  0.504
28 H 0.54497 3.20194 -1.21717  -0.046
29 H 0.23779 4.57779 -0.11334  -0.004
30 C 1.77730 7.34763 1.27339  -1.042
31 Cl 0.89167 8.88339 1.26434  0.538
32 Cl 1.06210 6.14183 2.34663  0.490
33 H 1.75803 6.93929 0.27251  -0.091
34 H 2.79272 7.54946 1.59172  -0.023
35 C 2.18591 9.25479 -2.74547  -1.017
36 Cl 2.77025 10.42557 -1.55262  0.500
37 Cl 2.10202 7.61519 -2.08698  0.519
38 H 1.19292 9.55595 -3.06266  0.011
39 H 2.86953 9.24712 -3.58329  -0.071
40 C 3.91512 10.81352 -6.12557  -0.980
41 Cl 5.20249 10.24384 -5.05198  0.536
42 Cl 2.46437 9.80885 -6.01841  0.559
43 H 3.65321 11.82319 -5.83076  0.029
44 H 4.27729 10.78461 -7.14656  0.026
45 C 5.13717 6.38506 3.96133  -1.022
46 Cl 5.42619 8.12297 4.10511  0.515
47 Cl 4.73563 5.91238 2.30675  0.528
48 H 6.03631 5.85826 4.25922  0.027
49 H 4.29962 6.12545 4.59850  -0.015
50 C -0.99676 11.61214 -0.37366  -1.034
51 Cl -2.70184 11.39253 0.03599  0.511
52 Cl -0.76112 12.00837 -2.08034  0.503
53 H -0.60105 12.42520 0.22416  0.030
54 H -0.46975 10.68678 -0.17242  -0.046
55 C -0.33331 -11.22194 3.24574  -1.059
56 Cl 0.49448 -12.45982 2.29652  0.535
57 Cl -2.04047 -11.05674 2.80068  0.544
58 H -0.28092 -11.49130 4.29414  0.019
59 H 0.13824 -10.26243 3.07133  -0.063
60 C 1.52166 -4.19163 -0.41476  -1.016
61 Cl -0.21860 -4.43494 -0.19706  0.517
62 Cl 1.97590 -4.20228 -2.12121  0.485
63 H 1.78193 -3.22451 0.00190  0.001
64 H 2.04878 -4.98991 0.09513  0.026
65 C -3.75021 -2.34696 -7.33648  -0.996
66 Cl -3.94562 -4.10549 -7.31161  0.519
67 Cl -2.72209 -1.78441 -6.01377  0.505
68 H -3.28990 -2.06701 -8.27706  0.026
69 H -4.72846 -1.89182 -7.23210  0.026
70 C 1.84732 2.38920 4.11391  -1.005
71 Cl 0.20459 2.83077 3.62314  0.531
72 Cl 2.72673 3.77166 4.77289  0.527
73 H 1.77986 1.62524 4.87950  0.007
74 H 2.37702 2.01955 3.24328  0.033
75 C -0.99184 -0.53676 3.43832  -1.020
76 Cl 0.55954 -1.12679 4.08099  0.498
77 Cl -1.55596 -1.46888 2.05749  0.505
78 H -1.73231 -0.60244 4.22748  0.031
79 H -0.84240 0.48925 3.13141  -0.048
80 C -4.17113 -10.68190 5.71056  -1.051
81 Cl -5.36134 -11.54029 4.71592  0.490
82 Cl -4.09388 -11.32126 7.36016  0.500
83 H -3.19853 -10.80453 5.24962  -0.041
84 H -4.44342 -9.63443 5.75528  0.013
85 C -0.01131 -10.21526 -1.04057  -1.009
86 Cl -1.15216 -11.10583 -2.05401  0.511
87 Cl -0.82615 -9.26081 0.20511  0.534
88 H 0.63811 -10.93057 -0.54791  0.006
89 H 0.55346 -9.53940 -1.67261  0.024
90 C 6.06713 6.38710 -4.55778  -1.026
91 Cl 5.24732 6.00084 -3.04125  0.495
92 Cl 5.38117 5.51591 -5.93555  0.502
93 H 5.95819 7.44981 -4.74196  -0.026
94 H 7.11139 6.11178 -4.46434  0.024
95 C 0.58314 -7.93499 5.64495  -0.970
96 Cl 1.54382 -9.12643 4.74306  0.559
97 Cl -1.10525 -7.93735 5.12084  0.561
98 H 0.62902 -8.18448 6.69885  0.027
99 H 1.00588 -6.95488 5.45711  0.026
100 C -2.86941 7.71596 1.99552  -1.030
101 Cl -2.45645 6.20551 1.17536  0.491
102 Cl -4.45970 8.31949 1.51868  0.498
103 H -2.88145 7.53267 3.06378  0.027
104 H -2.12153 8.45743 1.73570  -0.014

=====

Record 6
12 unconnected molecules or ions with the total composition C6H34NO12 in a non-equilibrium geometry. Source: the OMol25 dataset; level of theory: ωB97M-V/def2-TZVPD.

Summary:
Total charge: -1
Strongest force on any atom, eV Å⁻¹: 4.66
HOMO level, hartree: -0.214
Energy above the lowest of the compared OMol25 structures with the same formula, charge and spin, kcal per mole: 80.7

Last column: natural (NBO) charge in e.
Positions of all 53 atoms, in Å:
1 C 2.85703 -1.26274 -1.92402  -0.683
2 C 2.58333 0.31602 -1.74116  -0.042
3 C 3.61578 0.93968 -0.75114  -0.446
4 C 3.76302 0.11002 0.54680  -0.181
5 C 3.29547 0.40010 1.75937  -0.421
6 N 1.37104 0.41373 -1.00244  -0.733
7 C 0.06819 0.48798 -1.90351  0.166
8 O -0.74384 -0.29126 -1.22039  -0.938
9 H 2.07742 -1.57422 -2.70264  0.244
10 H 2.85183 -1.94691 -0.96828  0.211
11 H 3.84055 -1.66377 -2.32593  0.195
12 H 2.62054 0.81426 -2.76035  0.208
13 H 3.17655 1.91084 -0.44387  0.217
14 H 4.65855 1.05202 -1.06133  0.201
15 H 4.35522 -0.84397 0.42804  0.188
16 H 2.73586 1.35919 1.98325  0.202
17 H 3.45284 -0.12882 2.74140  0.204
18 H 1.30464 -0.35755 -0.24289  0.391
19 H -0.17882 1.66971 -1.93005  0.082
20 H 0.15400 0.14434 -2.94690  0.144
21 H -2.34751 3.33786 -0.51046  0.519
22 H -2.17959 2.13261 -1.60986  0.462
23 O -2.72459 2.99374 -1.41843  -0.993
24 H -0.16927 -1.67186 -0.24017  0.506
25 H -1.11955 -2.87183 0.16188  0.478
26 O -0.30273 -2.33992 0.58985  -1.023
27 H 0.01955 2.96151 -0.49443  0.476
28 H -0.34043 3.83093 0.74715  0.487
29 O -0.41017 3.68930 -0.16706  -0.950
30 H -2.65343 -2.28204 -2.87519  0.462
31 H -1.57855 -1.59880 -1.97095  0.511
32 O -1.87140 -2.48152 -2.42177  -1.017
33 H -1.15669 -0.73049 2.67399  0.514
34 H -1.45952 0.16179 3.86018  0.475
35 O -1.13322 -0.73561 3.59808  -0.977
36 H -2.79636 2.14176 2.42926  0.452
37 H -1.36784 2.57860 2.17302  0.497
38 O -2.36820 2.85804 1.98635  -1.003
39 H 0.50232 -2.97082 2.55084  0.480
40 H -0.21494 -2.21072 3.63486  0.489
41 O 0.26195 -3.06966 3.47943  -0.990
42 H -0.07962 -3.88289 -2.61190  0.498
43 H 1.47781 -3.70490 -2.22344  0.472
44 O 0.78274 -3.50105 -2.85642  -0.968
45 H -0.07598 1.45536 1.09762  0.542
46 H 0.26322 1.23242 2.75568  0.497
47 O 0.13258 1.93810 2.04322  -1.012
48 H -2.57421 0.54068 0.82334  0.481
49 H -1.18582 0.03753 0.13899  0.508
50 O -1.59821 0.32637 1.11827  -1.088
51 H -3.18574 -0.82853 -0.66883  0.477
52 H -3.69685 0.56596 -0.79852  0.473
53 O -4.00295 -0.32425 -0.69543  -0.946

=====

Question: Which formula does entry 2 have?
Answer: C4H7N3O

=====

Question: The highest strongest force on any atom belongs to which entry?
Answer: C4H7N3O